The following is a quantum chemistry calculation of an isolated molecule of C5H6O2, from OMol25.

Last column: Mulliken charge in e.
Atoms and positions in Å:
C (-0.72, 0.29, 0.76)  -0.30
C (-0.90, -0.84, -0.06)  -0.29
C (0.22, -1.19, -0.77)  -0.62
C (1.31, -0.26, -0.40)  0.14
C (0.73, 0.65, 0.54)  -0.40
H (-0.92, 1.37, -0.62)  0.42
H (-0.95, 0.28, 1.79)  0.50
H (-1.96, -1.26, 0.10)  0.29
H (0.08, -2.07, -1.44)  0.36
H (2.38, -0.53, -0.37)  0.42
H (1.28, 1.18, 1.28)  0.49
O (-1.49, 1.32, 0.12)  -0.54
O (0.95, 1.06, -0.93)  -0.49

Output
**LUMO level**: 0.96 eV
**Net charge**: 0
**Relative energy (zero: lowest compared OMol25 entry of this formula, charge and spin)**: 300.3 kJ/mol
**Spin multiplicity**: 1